# 1
63
Properties=species:S:1:pos:R:3:forces:R:3 method="wB97M-V/def2-TZVPD" e_tot_ha=-4913.65887 de_lowest_ev=2.814
O 3.440165 1.483988 -1.318014 -1.101 1.067 -0.461
C 2.628722 1.926376 -2.121923 0.043 -2.092 -0.039
C 1.960831 3.236096 -2.165008 -0.686 0.622 -0.239
C 1.241355 3.823873 -1.105997 0.672 0.025 -0.115
H 0.820722 3.186654 -0.325835 0.489 0.272 0.135
C 1.017877 5.198222 -1.134529 -0.022 0.030 -0.695
H 0.579044 5.703143 -0.272643 -0.024 -0.187 -0.331
C 1.381358 5.935436 -2.277592 0.362 -0.105 -0.305
H 1.301063 7.026414 -2.259327 -0.082 -0.403 -0.052
C 1.850473 5.293799 -3.448117 -0.168 0.081 0.485
H 2.121188 5.866117 -4.363166 -0.507 -0.483 0.817
C 2.054042 3.907280 -3.399251 0.388 0.307 0.166
H 2.322829 3.344753 -4.306850 0.246 0.337 0.549
H 2.328068 1.250827 -2.968491 0.315 0.493 0.143
C 0.286044 -0.580317 -3.477842 -1.152 -1.215 -0.543
C -0.524715 0.229721 -2.526248 2.619 1.646 -0.163
H 0.140422 -0.292337 -4.530146 -0.162 -0.032 0.158
H -0.027702 -1.614601 -3.320774 0.416 -0.360 -0.521
H 1.390469 -0.541541 -3.319753 -0.810 0.193 0.367
C -1.047116 1.457227 -2.770980 -0.342 0.487 -1.166
C -2.179852 1.405028 -3.750472 0.603 -0.159 -1.622
H -0.744581 2.411085 -2.301289 -1.170 -0.833 0.815
H -2.106244 2.120629 -4.594874 -0.438 -0.126 0.425
H -3.120280 1.533062 -3.166304 0.570 -0.013 -0.476
H -2.171197 0.349633 -4.150649 -0.406 1.112 0.186
Tl -1.135796 -0.453069 -0.698950 0.500 0.234 1.085
Cl -1.493774 1.765546 0.487054 -0.187 0.285 0.401
Cl -3.256034 -1.590034 -1.509475 0.006 -0.038 0.308
C -2.469650 -1.101202 1.706608 0.952 -0.815 -0.595
O -1.335868 -1.474423 1.265728 -1.049 0.452 0.886
N -3.309642 -1.944917 2.262825 -0.186 0.018 0.316
C -2.903907 -3.277966 2.684870 -0.341 0.019 -0.418
C -4.714121 -1.588492 2.383681 0.033 0.139 0.047
H -2.785225 -0.055207 1.604554 -0.117 -0.210 -0.121
H -1.862110 -3.442291 2.436526 0.019 0.026 -0.028
H -3.530913 -4.018159 2.183928 0.115 -0.025 -0.041
H -3.060561 -3.369335 3.754560 0.031 -0.011 0.215
H -4.847575 -0.591833 1.957536 -0.121 -0.163 0.099
H -5.018084 -1.591787 3.427268 -0.097 0.020 0.125
H -5.339103 -2.300597 1.827476 0.267 0.172 0.055
H 2.020468 -4.971518 -0.771125 -0.021 -0.021 -0.002
H 4.392607 -3.892839 -0.505246 0.168 -0.151 0.191
C 1.893799 -4.202432 -1.537367 -0.088 -0.509 -0.042
C 4.070962 -3.114921 -1.187960 0.119 0.013 -0.035
N 2.641153 -3.021622 -1.178032 -0.252 0.153 -0.111
H 0.830811 -3.985352 -1.644177 0.251 0.139 0.058
C 2.003921 -1.909605 -0.843847 -2.701 -0.082 0.143
O 0.743686 -1.881793 -0.771452 2.526 -0.728 0.021
H 4.498299 -2.168791 -0.887603 0.143 0.211 0.086
H 2.604939 -1.027910 -0.635761 0.189 0.122 0.042
H 2.282476 -4.596223 -2.477514 -0.011 -0.016 -0.034
H 4.417755 -3.362863 -2.182713 0.194 -0.068 -0.288
Br 2.694769 -2.784728 4.411594 -0.077 0.076 0.059
C 2.428429 -1.191878 3.430438 -0.392 0.631 -1.087
C 3.087043 -0.008024 3.772090 -0.186 0.076 -0.328
C 2.890013 1.128282 2.980594 -0.515 -0.431 -0.451
C 2.077422 1.004547 1.832342 0.691 0.245 0.797
N 1.519312 -0.136946 1.476118 -0.717 -0.565 0.415
C 1.616342 -1.208979 2.276465 0.909 0.450 0.552
H 3.739478 0.000554 4.633754 0.008 0.116 0.046
H 3.341014 2.094727 3.201225 -0.021 -0.345 0.107
H 1.880025 1.864976 1.190145 0.194 -0.269 0.132
H 1.068554 -2.107963 2.000919 0.110 0.183 -0.124

# 2
58
Properties=species:S:1:pos:R:3:forces:R:3 method="wB97M-V/def2-TZVPD" total_charge=+2 e_tot_ha=-9262.20503
Pb 0.135597 -0.588629 -2.740085 0.137 -0.315 0.712
Br -1.306927 -0.768777 -5.332551 -0.258 0.236 -0.544
C -1.068612 1.142090 -5.675778 0.090 -0.289 0.112
Br 0.203053 1.864139 -4.398096 -0.002 0.457 -0.488
H -2.025684 1.638101 -5.552581 0.076 -0.081 0.110
H -0.662837 1.255727 -6.676256 0.016 -0.037 0.127
C -0.954471 -0.091879 3.838404 -0.262 0.021 -0.067
C -0.309501 -0.856825 2.682988 -0.167 -0.093 -0.107
S -0.132759 0.458114 1.403122 0.764 -1.079 -0.332
C 1.390298 1.184708 2.156937 -0.231 0.405 -0.103
C 1.573631 2.639071 1.702472 -0.666 0.026 -0.329
S 0.023573 3.259753 0.970294 0.084 0.625 0.184
C -0.853005 3.871441 2.455509 0.175 -0.309 -0.354
C -0.955162 2.848014 3.579610 -0.326 -0.042 0.010
S -1.710052 1.301817 2.913304 0.370 0.662 0.599
H -0.256891 0.278024 4.585634 0.047 0.028 -0.060
H -1.726961 -0.671732 4.339819 0.012 0.075 0.024
H -0.981433 -1.600687 2.260347 -0.037 -0.035 -0.094
H 0.640547 -1.330667 2.921603 0.052 0.072 -0.064
H 2.218127 0.541892 1.856624 -0.112 -0.130 0.030
H 1.292675 1.115027 3.236979 -0.050 -0.115 -0.008
H 2.311869 2.732322 0.908962 0.064 -0.051 0.075
H 1.877247 3.285476 2.523781 0.084 -0.049 0.021
H -1.840869 4.138970 2.080267 -0.007 0.086 0.034
H -0.354889 4.776852 2.802523 -0.093 -0.034 0.141
H -1.617457 3.216254 4.363753 0.053 -0.017 0.040
H 0.016159 2.622082 4.015452 -0.049 -0.080 0.038
O 1.796947 1.214045 -1.681207 0.562 -0.186 0.570
C 2.798029 0.876407 -1.051706 -0.260 0.280 -0.576
C 3.003776 -0.435386 -0.426288 -0.279 -0.267 0.028
C 4.264205 -1.022173 -0.523767 0.050 -0.020 -0.154
C 4.429666 -2.334457 -0.130923 -0.335 0.200 0.031
C 3.396054 -3.048982 0.454633 0.252 -0.059 0.032
C 2.160229 -2.448095 0.626554 -0.116 0.062 -0.108
C 1.934942 -1.163982 0.140024 0.441 -0.061 0.166
O 0.700939 -0.613943 0.162455 -0.325 0.046 -0.037
N 5.721554 -2.996648 -0.403633 -0.142 0.046 0.058
O 6.486556 -2.394469 -1.122436 0.144 -0.075 0.057
O 5.886800 -4.084162 0.094190 0.102 -0.021 -0.028
H 3.648027 1.573957 -0.980499 -0.021 0.027 -0.104
H 5.096383 -0.501764 -0.980587 0.020 0.039 0.020
H 3.567441 -4.073568 0.756525 0.019 0.014 0.026
H 1.346325 -3.001332 1.073892 -0.064 -0.012 -0.023
F -5.383120 0.089579 -2.327384 0.027 -0.028 0.050
C -4.387804 0.893529 -2.621587 -0.104 0.266 0.027
F -3.958854 0.695758 -3.858388 -0.037 -0.135 -0.086
F -4.783227 2.150813 -2.516965 0.068 -0.028 0.125
S -2.947358 0.666509 -1.409185 0.455 0.556 0.494
O -1.776287 0.606282 -2.317425 0.138 0.233 -0.228
O -2.958802 1.802408 -0.553206 -0.169 0.028 0.234
N -3.038433 -0.664758 -0.579773 -0.270 -0.435 -0.220
S -2.793855 -1.928429 -1.537054 0.069 0.420 0.239
O -1.362942 -2.218980 -1.632554 0.242 -0.384 0.094
O -3.460557 -1.759262 -2.783359 -0.359 -0.815 -0.446
C -3.478969 -3.311164 -0.486833 0.117 0.329 0.617
F -2.878490 -3.173170 0.703243 0.036 -0.057 0.030
F -4.774288 -3.166568 -0.330991 -0.005 0.000 -0.253
F -3.180149 -4.488659 -0.978823 -0.019 0.099 -0.345

# 3
23
Properties=species:S:1:pos:R:3:forces:R:3 method="wB97M-V/def2-TZVPD" total_charge=+1 e_tot_ha=-615.11130 multiplicity=3 de_lowest_ev=1.127
C 0.149213 -2.470494 -0.392700 -0.017 0.166 1.046
C 1.394373 -2.046270 -0.178624 -0.391 -0.293 0.208
C 1.890516 -0.667977 -0.501427 0.366 -0.605 -0.369
C 2.594329 0.006543 0.664193 0.262 -1.232 0.473
O 2.100940 1.332920 0.791487 -0.869 1.048 3.315
Hg 1.043440 2.286379 -0.888978 0.437 0.953 -1.819
H -0.670655 -1.765435 -0.557357 0.277 -0.227 -0.702
H 2.104034 -2.701562 0.338236 -0.016 -0.016 -0.640
H -0.147973 -3.491406 -0.146512 0.123 0.314 -0.074
H 1.037368 -0.045888 -0.817870 0.072 -0.346 -0.061
H 2.607978 -0.733090 -1.338381 -0.449 0.080 0.075
H 3.685134 0.012297 0.514856 -0.411 0.345 0.136
H 2.385141 -0.534756 1.601335 0.120 0.220 -0.319
O -0.873968 2.424684 0.245720 -0.398 -0.165 0.557
C -1.796652 1.478739 0.530338 -1.147 0.565 0.864
C -2.718143 1.041536 -0.590715 0.080 -0.283 -0.633
O -3.377936 -0.116105 -0.125804 0.174 0.076 0.167
H 1.582713 1.453071 1.668101 1.456 -0.314 -2.014
H -2.383762 1.831062 1.412477 0.184 -0.288 -0.264
H -1.250897 0.602663 0.954290 0.102 -0.021 -0.132
H -2.133141 0.818838 -1.498518 -0.034 0.172 0.153
H -3.426719 1.853828 -0.821533 0.213 -0.166 0.063
H -3.795341 -0.569576 -0.862619 -0.134 0.018 -0.028

# 4
16
Properties=species:S:1:pos:R:3:forces:R:3 method="wB97M-V/def2-TZVPD" e_tot_ha=-159.58204 de_lowest_ev=0.080
C 0.450678 -2.251985 -0.452669 0.094 -0.487 0.226
C 1.342103 -2.328697 -1.691579 -0.462 0.082 0.091
H -0.032187 -3.207181 -0.233367 0.026 -0.065 -0.169
H 1.063533 -2.047391 0.430438 -0.175 0.302 -0.071
H -0.353689 -1.522278 -0.538846 0.153 0.157 -0.006
H 0.806710 -2.718962 -2.561823 0.058 0.016 0.109
H 2.198902 -2.965059 -1.496036 0.135 -0.104 -0.081
H 1.701137 -1.336275 -1.945693 0.166 0.107 -0.096
C -1.210690 1.604846 0.899283 -0.224 -0.517 -0.360
C -0.595769 2.957358 1.234576 -0.655 0.005 0.409
H -1.555990 1.554860 -0.135160 0.098 0.186 -0.095
H -0.509566 0.776972 1.011653 0.154 0.092 0.052
H -2.094019 1.332041 1.476475 0.079 0.247 0.347
H -0.028877 2.921531 2.170021 0.082 -0.002 -0.237
H -1.379758 3.711840 1.386450 0.172 -0.126 -0.142
H 0.029296 3.293355 0.416356 0.299 0.107 0.022